DFT (wB97M-V/def2-TZVPD) results for 12 unconnected molecules or ions with the total composition C19H23Cl33FN2O4S3 at a distorted geometry.

Each atom is followed by the atoms it is bonded to, with distances in Å.
Element x y z (Å)
1 C 0.93144 0.65829 -2.14810  C2 1.543, H19 1.091, H20 1.088, H21 1.081
2 C 1.91730 1.48754 -1.29970  C1 1.543, S3 1.834, H22 1.090, H23 1.088
3 S 1.71697 1.17797 0.49671  C2 1.834, C4 1.835
4 C 3.45661 0.89085 1.00573  S3 1.835, N5 1.452, H24 1.106, H25 1.092
5 N 3.94655 -0.44204 0.70307  C4 1.452, C6 1.455, C8 1.433
6 C 5.37734 -0.50557 0.44709  N5 1.455, C7 1.556, H26 1.094, H27 1.087
7 C 6.31071 -0.24230 1.66375  C6 1.556, H28 1.083, H29 1.094, H30 1.087
8 C 3.40645 -1.52759 1.46635  N5 1.433, N9 1.478, C12 1.639, S15 1.879
9 N 4.37412 -2.62149 1.69048  C8 1.478, C10 1.214
10 C 4.39429 -3.53060 0.88646  N9 1.214, S11 1.554
11 S 4.62624 -4.65313 -0.16288  C10 1.554
12 C 2.15604 -2.18710 0.63693  C8 1.639, O13 1.236, O14 1.244
13 O 2.07976 -1.86425 -0.55377  C12 1.236
14 O 1.37505 -2.95211 1.23156  C12 1.244
15 S 2.71393 -1.12685 3.16641  C8 1.879, O16 1.422, O17 1.421, F18 1.628
16 O 2.73423 -2.34473 3.90025  S15 1.422
17 O 1.41176 -0.55964 3.12313  S15 1.421
18 F 3.75736 -0.15738 3.95523  S15 1.628
19 H 0.51275 1.31901 -2.90868  C1 1.091
20 H 1.47948 -0.10997 -2.68874  C1 1.088
21 H 0.14501 0.20248 -1.56215  C1 1.081
22 H 2.92287 1.16913 -1.57558  C2 1.090
23 H 1.83150 2.56107 -1.45665  C2 1.088
24 H 3.64718 1.25389 2.03304  C4 1.106
25 H 4.02769 1.57064 0.37046  C4 1.092
26 H 5.58283 0.28761 -0.27710  C6 1.094
27 H 5.67313 -1.41799 -0.06423  C6 1.087
28 H 5.79420 -0.12415 2.60845  C7 1.083
29 H 6.99112 -1.09315 1.76257  C7 1.094
30 H 6.95567 0.60189 1.43363  C7 1.087
31 C 7.94602 3.07604 3.29911  Cl32 1.766, Cl33 1.761, Cl34 1.768, H35 1.082
32 Cl 7.42961 4.30763 2.14302  C31 1.766
33 Cl 6.56382 2.15096 3.87796  C31 1.761
34 Cl 9.16834 2.02205 2.57678  C31 1.768
35 H 8.39694 3.57587 4.14583  C31 1.082
36 C 2.94736 3.38487 5.29836  Cl37 1.765, Cl38 1.759, Cl39 1.769, H40 1.083
37 Cl 1.57760 4.35711 5.84069  C36 1.765
38 Cl 2.78028 2.97785 3.59556  C36 1.759
39 Cl 4.47222 4.22913 5.59857  C36 1.769
40 H 2.95375 2.46090 5.86265  C36 1.083
41 C 0.10967 -5.21031 0.01795  Cl42 1.757, Cl43 1.776, Cl44 1.765, H45 1.089
42 Cl -0.55560 -4.22261 -1.27386  C41 1.757
43 Cl -1.14144 -6.27767 0.68919  C41 1.776
44 Cl 1.47829 -6.16030 -0.56338  C41 1.765
45 H 0.46195 -4.54086 0.80176  C41 1.089
46 C -1.38197 1.13892 -6.02032  Cl47 1.761, Cl48 1.766, Cl49 1.766, H50 1.082
47 Cl -0.07706 0.15259 -5.36907  C46 1.761
48 Cl -2.28211 1.92019 -4.71692  C46 1.766
49 Cl -0.76070 2.34360 -7.15283  C46 1.766
50 H -2.06140 0.49089 -6.55823  C46 1.082
51 C -2.94443 -0.79331 0.16296  Cl52 1.774, Cl53 1.765, Cl54 1.745, H55 1.083
52 Cl -4.41076 0.04468 0.70633  C51 1.774
53 Cl -3.06416 -1.21140 -1.54762  C51 1.765
54 Cl -1.50446 0.14361 0.47103  C51 1.745
55 H -2.85246 -1.71343 0.72629  C51 1.083
56 C -3.62520 4.54522 -9.37942  Cl57 1.766, Cl58 1.762, Cl59 1.766, H60 1.082
57 Cl -2.10974 4.16101 -10.20158  C56 1.766
58 Cl -3.76307 3.64754 -7.87007  C56 1.762
59 Cl -3.75135 6.28225 -9.08861  C56 1.766
60 H -4.44213 4.25155 -10.02478  C56 1.082
61 C -3.79026 -6.52721 -2.31937  Cl62 1.767, Cl63 1.765, Cl64 1.767, H65 1.084
62 Cl -3.74244 -5.82427 -3.93938  C61 1.767
63 Cl -5.07675 -5.78545 -1.36466  C61 1.765
64 Cl -4.00898 -8.27835 -2.40767  C61 1.767
65 H -2.84304 -6.32598 -1.83120  C61 1.084
66 C -2.49128 3.68141 6.12966  Cl67 1.769, Cl68 1.763, Cl69 1.762, H70 1.081
67 Cl -2.00761 5.33784 6.52043  C66 1.769
68 Cl -2.80333 3.51709 4.40179  C66 1.763
69 Cl -1.26056 2.53345 6.65110  C66 1.762
70 H -3.40601 3.46326 6.66249  C66 1.081
71 C -3.49112 -6.88861 -7.64089  Cl72 1.764, Cl73 1.767, Cl74 1.763, H75 1.082
72 Cl -3.23028 -5.15741 -7.42456  C71 1.764
73 Cl -3.78778 -7.26840 -9.34141  C71 1.767
74 Cl -2.11858 -7.80852 -7.02723  C71 1.763
75 H -4.36834 -7.17082 -7.07333  C71 1.082
76 C -6.69696 3.04119 7.34177  Cl77 1.766, Cl78 1.765, Cl79 1.764, H80 1.082
77 Cl -5.39854 2.05323 8.01710  C76 1.766
78 Cl -7.65442 3.77673 8.62971  C76 1.765
79 Cl -6.04435 4.27558 6.26351  C76 1.764
80 H -7.34598 2.39670 6.76395  C76 1.082
81 C -7.19927 3.04541 -0.15037  Cl82 1.766, Cl83 1.766, Cl84 1.761, H85 1.082
82 Cl -7.73991 3.99583 1.23701  C81 1.766
83 Cl -8.56970 2.60271 -1.17282  C81 1.766
84 Cl -5.98616 3.92479 -1.07627  C81 1.761
85 H -6.74575 2.13487 0.21956  C81 1.082

Properties
Orbital gap, eV: 7.27
HOMO level, eV: -5.7
Calculated total energy, a.u.: -17628.9955
Charge: -1